Record 1
Molecular formula: C3H6IN2O
Method: DFT, ωB97M-V/def2-TZVPD

Spin multiplicity   1
Molecular weight   213.0 g mol⁻¹
DFT total energy   -600.10068 Eh
Structure (SMILES)   [NH2+]=C1NC[C@H](I)O1
Total charge   +1

Each line ends with the Löwdin charge.
Geometry (Å):
C  0.572  -0.702  0.282  -0.367
C  -1.231  0.551  -0.290  -0.180
C  0.040  1.388  -0.169  -0.722
N  -0.721  -0.738  0.076  0.173
N  1.366  -1.705  0.500  0.276
O  1.122  0.556  0.245  -0.020
I  0.649  2.156  -2.050  0.983
H  -1.934  1.149  0.458  0.178
H  -1.729  0.627  -1.233  0.096
H  -0.193  2.222  0.522  0.110
H  -1.258  -1.523  0.023  0.147
H  1.083  -2.645  0.774  0.168
H  2.235  -1.333  0.861  0.158

***

Record 2
Molecular formula: C60H132N12O12
Method: DFT, ωB97M-V/def2-TZVPD

Spin multiplicity   1
Molecular weight   1213.8 g mol⁻¹
DFT total energy   -3925.05019 Eh
Structure (SMILES)   CC1(C)CCCC(C)(C)N1O.CC1(C)CCCC(C)(C)N1O.CC1(C)CCCC(C)(C)N1O.CC1(C)CCCC(C)(C)N1O.CN(C)C=O.CN(C)C=O.CN(C)C=O.CN(C)C=O.CN(C)C=O.CN(C)C=O.CN(C)C=O.CN(C)C=O

Each line ends with the Löwdin charge.
Geometry (Å):
C  -0.265  3.467  -2.699  -0.349
O  -0.610  3.138  -1.590  0.005
N  -1.126  3.610  -3.751  -0.163
C  -0.616  4.111  -4.942  -0.076
C  -2.577  3.622  -3.441  -0.010
H  0.784  3.501  -3.003  0.106
H  0.426  4.266  -4.725  0.054
H  -0.699  3.426  -5.757  0.080
H  -1.023  5.099  -5.170  0.105
H  -2.932  4.627  -3.314  0.088
H  -3.168  3.125  -4.248  0.105
H  -2.787  3.122  -2.485  0.048
C  -0.549  3.487  5.382  -0.312
O  -0.169  3.778  4.222  -0.043
N  0.176  2.854  6.343  -0.213
C  1.572  2.583  6.091  -0.044
C  -0.345  2.518  7.624  -0.076
H  -1.618  3.721  5.707  0.144
H  2.258  3.203  6.681  0.099
H  1.717  2.560  5.029  0.073
H  1.799  1.538  6.306  0.089
H  -1.400  2.854  7.643  0.091
H  -0.260  1.445  7.770  0.077
H  0.233  2.960  8.467  0.098
C  1.054  6.555  -1.452  -0.308
O  0.305  6.295  -2.355  0.017
N  0.628  6.722  -0.146  -0.180
C  1.568  6.856  0.908  -0.089
C  -0.711  6.337  0.227  -0.045
H  2.145  6.693  -1.541  0.117
H  1.686  5.997  1.642  0.110
H  1.270  7.694  1.554  0.089
H  2.522  7.117  0.518  0.067
H  -1.334  7.141  0.601  0.086
H  -1.175  5.873  -0.603  0.055
H  -0.665  5.655  1.091  0.096
C  1.569  -4.494  4.440  -0.291
O  0.421  -4.115  4.670  0.003
N  2.119  -4.718  3.239  -0.167
C  3.525  -5.075  3.101  -0.022
C  1.309  -4.471  2.101  -0.051
H  2.314  -4.613  5.251  0.139
H  4.011  -4.263  2.609  0.053
H  3.680  -5.970  2.484  0.101
H  3.959  -5.057  4.087  0.082
H  1.915  -4.306  1.199  0.089
H  0.648  -5.338  1.820  0.111
H  0.684  -3.615  2.153  0.060
C  5.104  -1.493  2.076  -0.311
O  5.612  -2.520  1.634  -0.018
N  5.650  -0.293  2.358  -0.185
C  4.871  0.881  2.686  -0.024
C  7.041  -0.031  2.302  -0.070
H  4.011  -1.496  2.162  0.118
H  5.321  1.339  3.532  0.079
H  3.847  0.550  2.864  0.080
H  4.924  1.548  1.831  0.084
H  7.456  -0.938  1.821  0.090
H  7.414  0.733  1.711  0.062
H  7.545  -0.049  3.312  0.115
C  1.427  -0.860  1.348  -0.330
O  1.756  -0.815  2.528  -0.021
N  0.794  0.112  0.662  -0.169
C  0.423  -0.073  -0.680  -0.080
C  0.424  1.313  1.298  -0.050
H  1.500  -1.783  0.792  0.115
H  0.932  0.664  -1.239  0.067
H  -0.665  -0.143  -0.838  0.095
H  0.861  -1.023  -0.985  0.075
H  0.484  2.204  0.657  0.077
H  -0.602  1.250  1.715  0.099
H  1.056  1.614  2.124  0.080
C  4.556  -1.126  -1.170  -0.347
O  3.377  -0.909  -1.039  0.021
N  5.185  -2.306  -1.441  -0.178
C  6.623  -2.544  -1.410  -0.052
C  4.354  -3.495  -1.511  -0.058
H  5.320  -0.317  -1.134  0.127
H  7.104  -1.584  -1.295  0.078
H  6.906  -2.955  -2.380  0.083
H  6.857  -3.296  -0.605  0.103
H  3.300  -3.322  -1.640  0.068
H  4.583  -4.260  -2.246  0.084
H  4.342  -4.020  -0.506  0.100
C  -5.078  2.120  -2.170  -0.379
O  -4.943  1.183  -2.919  0.021
N  -4.493  2.326  -0.959  -0.182
C  -4.289  3.664  -0.423  -0.044
C  -3.627  1.254  -0.502  -0.043
H  -5.726  2.999  -2.449  0.145
H  -4.461  3.592  0.658  0.096
H  -5.030  4.279  -0.818  0.064
H  -3.267  4.032  -0.531  0.081
H  -3.560  1.173  0.559  0.080
H  -4.032  0.357  -0.902  0.051
H  -2.633  1.453  -0.880  0.075
C  -2.969  -6.168  2.367  -0.025
C  -3.315  -5.596  1.013  -0.550
C  -4.762  -5.858  0.698  -0.137
C  -5.209  -5.221  -0.645  -0.179
C  -5.091  -3.741  -0.583  -0.138
C  -3.719  -3.257  0.013  -0.497
N  -3.350  -4.090  1.168  -0.048
O  -2.017  -3.628  1.487  -0.085
C  -2.634  -3.095  -1.058  -0.033
C  -4.026  -1.845  0.521  -0.053
C  -2.482  -6.207  -0.053  -0.041
H  -2.077  -5.682  2.709  0.064
H  -2.792  -7.255  2.287  0.091
H  -3.852  -6.024  3.076  0.103
H  -4.888  -6.952  0.729  0.125
H  -5.365  -5.577  1.568  0.118
H  -6.248  -5.500  -0.952  0.122
H  -4.693  -5.607  -1.518  0.097
H  -5.923  -3.328  -0.011  0.120
H  -5.143  -3.300  -1.584  0.123
H  -1.612  -2.775  -0.743  0.089
H  -2.612  -4.056  -1.621  0.078
H  -3.044  -2.350  -1.760  0.071
H  -4.795  -1.376  -0.125  0.084
H  -4.535  -1.947  1.463  0.066
H  -3.191  -1.085  0.625  0.085
H  -2.829  -5.996  -1.030  0.041
H  -2.508  -7.300  -0.041  0.096
H  -1.429  -5.870  -0.032  0.098
H  -2.130  -3.092  2.345  0.090
C  -3.014  -0.327  3.898  -0.022
C  -2.386  -0.851  5.182  -0.504
C  -3.085  -0.199  6.384  -0.181
C  -4.508  -0.599  6.633  -0.132
C  -4.434  -2.198  6.768  -0.122
C  -3.882  -2.916  5.545  -0.494
N  -2.541  -2.323  5.339  -0.021
O  -1.917  -2.981  4.154  -0.094
C  -3.593  -4.347  6.036  -0.028
C  -4.794  -2.945  4.244  -0.002
C  -0.884  -0.478  5.244  -0.012
H  -2.522  0.574  3.529  0.078
H  -4.075  -0.167  4.094  0.066
H  -2.896  -1.054  3.079  0.066
H  -2.467  -0.485  7.243  0.114
H  -2.807  0.871  6.396  0.114
H  -5.135  -0.447  5.699  0.112
H  -4.910  -0.002  7.425  0.095
H  -5.429  -2.607  6.916  0.109
H  -3.915  -2.493  7.684  0.112
H  -2.969  -4.892  5.329  0.073
H  -3.051  -4.258  6.947  0.071
H  -4.574  -4.807  6.129  0.087
H  -5.004  -2.009  3.836  0.023
H  -4.310  -3.665  3.558  0.064
H  -5.818  -3.344  4.486  0.098
H  -0.341  -0.871  4.363  0.083
H  -0.489  -0.812  6.207  0.090
H  -0.876  0.582  5.076  0.054
H  -1.087  -3.405  4.474  0.045
C  5.521  5.401  -4.010  -0.051
C  4.012  5.137  -3.832  -0.497
C  3.538  4.100  -4.806  -0.133
C  3.984  2.681  -4.348  -0.131
C  3.396  2.335  -2.962  -0.135
C  3.777  3.340  -1.887  -0.497
N  3.687  4.714  -2.433  -0.034
O  4.384  5.545  -1.499  -0.050
C  2.924  3.207  -0.634  -0.011
C  5.210  3.017  -1.426  -0.036
C  3.453  6.514  -4.231  -0.032
H  5.891  6.285  -3.404  0.103
H  5.719  5.629  -5.062  0.093
H  6.182  4.585  -3.743  0.061
H  2.431  4.023  -4.898  0.106
H  3.893  4.287  -5.808  0.117
H  5.093  2.717  -4.208  0.108
H  3.624  1.832  -5.040  0.133
H  3.712  1.390  -2.623  0.089
H  2.337  2.302  -3.047  0.083
H  1.884  3.490  -0.881  0.076
H  2.948  2.128  -0.376  0.089
H  3.291  3.743  0.236  0.085
H  5.479  3.613  -0.559  0.079
H  5.232  2.037  -1.027  0.051
H  6.056  3.143  -2.086  0.075
H  3.915  7.241  -3.586  0.075
H  2.373  6.568  -4.161  0.074
H  3.695  6.792  -5.242  0.083
H  5.316  5.466  -1.642  0.056
C  1.767  -1.454  -5.499  -0.048
C  0.350  -1.546  -5.050  -0.500
C  0.120  -0.435  -4.020  -0.124
C  -1.320  -0.099  -3.628  -0.154
C  -2.041  0.172  -4.916  -0.145
C  -1.995  -0.980  -5.949  -0.521
N  -0.580  -1.150  -6.173  -0.068
O  -0.197  -2.047  -7.297  -0.034
C  -2.749  -2.289  -5.550  -0.010
C  -2.684  -0.490  -7.210  -0.044
C  0.064  -2.991  -4.570  -0.012
H  2.333  -1.406  -4.587  0.077
H  2.030  -0.526  -5.981  0.077
H  2.011  -2.306  -6.168  0.102
H  0.758  -0.603  -3.143  0.100
H  0.498  0.394  -4.578  0.105
H  -1.426  0.863  -3.109  0.094
H  -1.778  -0.904  -3.029  0.098
H  -1.644  0.943  -5.558  0.105
H  -3.090  0.465  -4.724  0.117
H  -3.812  -2.228  -5.821  0.084
H  -2.258  -3.098  -6.072  0.068
H  -2.681  -2.417  -4.420  0.079
H  -3.622  -0.029  -6.973  0.082
H  -2.138  0.291  -7.682  0.073
H  -2.889  -1.252  -7.930  0.077
H  -0.705  -2.999  -3.802  0.060
H  0.906  -3.426  -4.040  0.076
H  -0.248  -3.644  -5.384  0.079
H  0.196  -1.336  -7.811  0.093

***

Record 3
Molecular formula: C4H14O2S2
Method: DFT, ωB97M-V/def2-TZVPD

Spin multiplicity   1
Molecular weight   158.3 g mol⁻¹
DFT total energy   -1107.63373 Eh
Structure (SMILES)   CCSSCC.O.O

Each line ends with the Löwdin charge.
Geometry (Å):
C  0.361  0.623  2.533  -0.190
C  0.639  1.897  1.780  -0.565
S  0.566  1.677  -0.085  0.488
S  -1.161  0.508  -0.356  0.530
C  -0.536  -1.138  -0.268  -0.659
C  -1.104  -2.102  -1.316  -0.161
H  0.475  0.873  3.595  0.081
H  1.025  -0.152  2.121  0.065
H  -0.614  0.197  2.318  0.037
H  1.676  2.197  1.948  0.063
H  -0.057  2.720  1.926  0.055
H  0.557  -1.024  -0.323  0.038
H  -0.703  -1.645  0.686  0.067
H  -2.201  -2.161  -1.186  0.071
H  -0.769  -3.114  -1.116  0.068
H  -1.067  -1.819  -2.365  0.071
H  -2.038  1.994  -2.721  -0.004
H  -3.351  1.993  -3.489  0.013
O  -2.565  1.496  -3.347  -0.065
H  3.233  -1.313  0.531  0.020
H  4.126  -0.503  -0.494  0.021
O  3.508  -1.204  -0.373  -0.043

***

Summary of energy relative to the best compared isomer or geometry (same formula, charge and spin) in kcal per mole
3.22 0.00 10.32
(order as listed above)